DFT (ωB97M-V/def2-TZVPD) results for a molecular structure, C23H43AuCl3N3O8Si at a distorted geometry.

```
! wB97M-V def2-TZVPD RIJCOSX def2/J DEFGRID3
* xyz 0 3
C 4.242 2.721 3.714
C 2.907 2.806 3.013
H 4.911 3.492 3.278
H 4.717 1.743 3.557
H 4.290 2.876 4.821
C 2.347 3.993 2.803
C 2.712 5.292 3.409
H 1.627 4.083 2.015
H 3.632 5.752 3.024
H 2.817 5.213 4.501
H 1.927 6.043 3.235
Au 0.605 -3.846 1.032
Cl -1.819 -2.252 2.836
C -2.065 -0.657 0.610
O -1.126 -0.460 -0.108
N -3.319 -0.232 0.573
C -3.714 0.739 -0.430
C -4.323 -0.713 1.507
H -1.843 -1.425 1.676
H -2.923 0.882 -1.165
H -3.966 1.695 0.049
H -4.607 0.385 -0.945
H -4.173 -1.794 1.663
H -5.309 -0.490 1.082
H -4.198 -0.178 2.462
H -1.260 -3.212 -3.788
H -1.281 -6.544 -4.753
C -0.303 -3.637 -4.118
C -0.294 -6.076 -4.750
N -0.173 -5.043 -3.748
H 0.524 -3.072 -3.675
C 0.221 -5.417 -2.562
O 0.068 -4.492 -1.632
H 0.455 -6.825 -4.490
H 0.642 -6.383 -2.351
H -0.246 -3.610 -5.213
H -0.088 -5.640 -5.718
H 2.814 4.468 -0.581
H 1.105 5.616 0.442
C 2.206 4.115 -1.435
C 0.403 5.359 -0.376
N 0.827 4.084 -0.962
H 2.537 3.126 -1.776
C -0.084 3.156 -1.408
O 0.182 2.185 -2.111
H -0.623 5.283 0.017
H -1.107 3.390 -1.058
H 2.286 4.853 -2.254
H 0.456 6.164 -1.137
O 2.361 0.952 1.286
C 2.161 1.489 2.621
C 0.040 2.326 1.620
C 0.669 1.561 2.603
H 0.647 2.849 0.878
C -1.313 2.639 1.732
H 2.533 0.720 3.286
C -0.146 0.853 3.473
H -1.756 3.373 1.074
C -2.108 2.028 2.688
C -1.524 1.042 3.464
H 0.300 0.170 4.200
H -3.150 2.316 2.837
H -2.143 0.467 4.152
Si 3.568 0.727 0.253
Cl 1.234 -2.631 2.796
C 2.609 0.567 -1.324
C 3.948 -1.126 0.144
C 5.042 1.542 0.938
H 1.538 0.794 -1.266
H 2.667 -0.496 -1.674
H 3.096 1.238 -2.047
H 4.863 2.621 1.015
H 6.018 1.329 0.529
H 5.065 1.197 1.979
H 3.123 -1.764 -0.201
H 4.338 -1.668 0.993
H 4.706 -1.126 -0.662
O -3.123 -4.306 -2.525
Cl -2.904 -3.095 -1.658
O -3.676 -1.933 -2.237
O -3.416 -3.307 -0.276
O -0.051 -5.201 -0.365
*
```

## Properties
**Lowest unoccupied orbital energy (alpha / beta)**: -0.5358 / -4.1657 eV
**<S²>**: 2.010
**Frontier orbital gap (alpha / beta)**: 7.14 / 3.51 eV



DFT (ωB97M-V/def2-TZVPD) results for a molecular structure, C23H43BCl2F4N3NiO4Si at a distorted geometry.

```
! wB97M-V def2-TZVPD RIJCOSX def2/J DEFGRID3
* xyz -1 3
C -2.131 -0.503 -5.104
C -1.273 -1.222 -4.083
H -1.507 -0.337 -5.994
H -2.435 0.468 -4.702
H -3.036 -1.056 -5.419
C -0.685 -2.433 -4.431
C -0.870 -3.094 -5.738
H -0.166 -3.016 -3.683
H -0.405 -2.600 -6.612
H -1.943 -3.217 -5.970
H -0.422 -4.094 -5.664
Ni -0.839 1.814 1.404
Cl -2.909 1.122 1.394
C -0.304 -1.081 2.198
O 0.643 -0.406 1.760
N -0.152 -2.285 2.787
C 1.185 -2.694 3.176
C -1.267 -2.936 3.444
H -1.361 -0.749 2.155
H 1.927 -2.281 2.483
H 1.227 -3.786 3.164
H 1.404 -2.346 4.196
H -2.178 -2.754 2.858
H -1.389 -2.523 4.462
H -1.058 -4.012 3.496
H 1.614 2.285 4.908
H -0.959 2.872 6.334
C 1.402 3.360 4.777
C -0.867 3.802 5.749
N -0.033 3.563 4.575
H 1.967 3.757 3.923
C -0.544 3.314 3.381
O 0.221 3.072 2.375
H -1.857 4.136 5.421
H -1.649 3.348 3.291
H 1.659 3.886 5.699
H -0.383 4.575 6.357
H 2.089 0.775 -3.763
H 2.380 -2.083 -3.317
C 3.028 0.680 -3.200
C 3.179 -1.726 -2.653
N 2.875 -0.374 -2.201
H 3.268 1.619 -2.694
C 3.074 -0.070 -0.867
O 3.596 0.938 -0.425
H 3.255 -2.390 -1.781
H 2.682 -0.873 -0.199
H 3.822 0.391 -3.900
H 4.121 -1.731 -3.225
O -0.536 -0.183 -3.174
C -1.552 -0.934 -2.581
C 0.187 -2.272 -1.317
C -1.162 -1.967 -1.577
H 0.953 -1.609 -1.733
C 0.533 -3.354 -0.510
H -2.471 -0.353 -2.387
C -2.157 -2.766 -0.977
H 1.583 -3.584 -0.331
C -0.462 -4.122 0.098
C -1.805 -3.820 -0.136
H -3.207 -2.524 -1.177
H -0.193 -4.955 0.750
H -2.583 -4.398 0.362
Si -0.164 2.806 -1.668
Cl -0.536 0.863 -0.512
C 1.489 3.401 -0.982
C -1.456 3.880 -0.795
C -0.271 2.829 -3.484
H 1.999 2.619 -0.403
H 1.338 4.263 -0.314
H 2.171 3.729 -1.781
H 0.617 2.392 -3.940
H -0.333 3.875 -3.810
H -1.158 2.312 -3.847
H -2.261 3.257 -0.378
H -1.869 4.562 -1.546
H -1.035 4.484 0.020
F -1.517 0.561 4.504
B -0.731 0.092 5.595
F -0.942 0.934 6.727
F -1.110 -1.241 5.932
F 0.646 0.118 5.230
*
```

## Properties
**Relative energy (zero: lowest compared OMol25 entry of this formula, charge and spin)**: 92.3 kcal per mole
**Lowest unoccupied orbital energy (alpha / beta)**: 2.2283 / 1.7592 eV
**<S²>**: 2.016
**Frontier orbital gap (alpha / beta)**: 6.78 / 5.53 eV



DFT (ωB97M-V/def2-TZVPD) results for a molecular structure, C23H43BrMnN7O2SSi at a distorted geometry.

```
! wB97M-V def2-TZVPD RIJCOSX def2/J DEFGRID3
* xyz 1 2
Mn 0.009 1.665 0.925
C -2.897 4.797 0.672
C -1.815 3.836 1.040
N -1.377 2.938 0.251
N -1.779 2.966 -1.071
C -0.777 2.937 -1.986
N -1.154 2.835 -3.272
S 0.824 3.005 -1.508
C -1.088 3.897 2.318
C -1.447 4.724 3.367
C -0.637 4.784 4.489
C 0.517 4.025 4.519
C 0.805 3.211 3.434
N 0.013 3.134 2.368
H -2.725 5.176 -0.334
H -2.937 5.645 1.348
H -3.869 4.300 0.689
H -2.754 2.874 -1.307
H -2.096 3.034 -3.566
H -0.424 2.942 -3.957
H -2.352 5.312 3.311
H -0.899 5.422 5.323
H 1.194 4.060 5.361
H 1.694 2.595 3.405
O 3.156 -0.241 3.031
C 2.321 0.269 2.353
N 1.489 0.780 1.679
C 1.426 -4.462 -0.961
C 1.145 -3.082 -0.335
C 0.007 -3.216 0.692
C 2.389 -2.649 0.448
Si 0.728 -1.854 -1.738
Br -0.559 -0.180 -0.623
C -0.604 -2.458 -2.968
C -1.700 -3.249 -2.236
C -1.312 -1.320 -3.722
C 0.074 -3.376 -4.003
C 2.191 -0.906 -2.491
C 1.731 -0.031 -3.665
C 3.218 -1.927 -3.021
C 2.878 0.015 -1.470
H 1.746 -5.148 -0.170
H 2.227 -4.425 -1.705
H 0.544 -4.896 -1.432
H 0.281 -4.002 1.405
H -0.947 -3.490 0.244
H -0.130 -2.290 1.251
H 2.543 -3.352 1.273
H 2.269 -1.658 0.881
H 3.292 -2.661 -0.161
H -2.189 -2.643 -1.469
H -1.322 -4.159 -1.774
H -2.462 -3.544 -2.965
H -1.825 -0.641 -3.040
H -2.065 -1.766 -4.381
H -0.638 -0.736 -4.342
H 0.607 -4.210 -3.541
H 0.780 -2.828 -4.631
H -0.692 -3.797 -4.661
H 1.367 -0.629 -4.502
H 2.589 0.546 -4.025
H 0.956 0.677 -3.362
H 2.798 -2.579 -3.791
H 3.624 -2.559 -2.229
H 4.057 -1.384 -3.469
H 2.176 0.697 -0.990
H 3.621 0.622 -1.999
H 3.400 -0.534 -0.692
C -1.258 -0.145 5.618
N -1.111 0.539 4.346
C -1.820 0.268 3.232
N -2.811 -0.647 3.336
O -1.583 0.819 2.144
H -0.496 0.223 6.299
H -1.121 -1.222 5.511
H -2.233 0.053 6.068
H -0.342 1.172 4.213
H -3.088 -1.055 4.209
H -3.350 -0.840 2.512
*
```

## Properties
**Relative energy (zero: lowest compared OMol25 entry of this formula, charge and spin)**: 7.8 kcal per mole
**Lowest unoccupied orbital energy (alpha / beta)**: -3.4254 / -3.4276 eV
**<S²>**: 1.141
**Frontier orbital gap (alpha / beta)**: 7.28 / 7.04 eV



DFT (ωB97M-V/def2-TZVPD) results for a molecular structure, C23H43Cl3EuN3O4Si at a distorted geometry.

```
! wB97M-V def2-TZVPD RIJCOSX def2/J DEFGRID3
* xyz -1 8
C -3.076 -0.140 -4.221
C -1.775 0.352 -3.574
H -3.082 0.243 -5.242
H -4.007 0.194 -3.714
H -3.040 -1.231 -4.252
C -1.289 1.605 -3.877
C -1.676 2.303 -5.104
H -0.725 2.181 -3.104
H -2.704 2.714 -5.056
H -1.649 1.614 -5.982
H -0.975 3.112 -5.315
Eu 0.381 0.158 2.656
Cl 0.385 -2.286 1.108
Cl -1.753 -0.507 3.993
H 0.523 -3.148 7.073
H -0.048 -4.947 5.469
C 0.276 -2.361 6.348
C -0.418 -4.153 4.767
N 0.342 -2.922 5.005
H 0.996 -1.537 6.435
C 1.091 -2.347 4.071
O 1.696 -1.246 4.229
H -0.267 -4.507 3.747
H 1.153 -2.848 3.062
H -0.747 -2.004 6.546
H -1.503 -3.991 4.933
H -2.168 2.921 -0.234
H -0.256 3.861 -1.750
C -1.676 3.488 0.565
C 0.209 4.261 -0.841
N -0.222 3.536 0.355
H -1.924 3.057 1.547
C 0.663 3.093 1.283
O 0.320 2.487 2.332
H 1.311 4.243 -0.911
H 1.712 3.310 1.049
H -2.058 4.507 0.506
H -0.110 5.302 -0.785
O -1.897 0.027 -1.812
C -0.903 -0.551 -2.706
C 0.900 0.964 -1.752
C 0.544 -0.245 -2.376
H 0.116 1.622 -1.393
C 2.228 1.361 -1.602
H -1.105 -1.626 -2.843
C 1.631 -1.142 -2.541
H 2.443 2.336 -1.134
C 3.266 0.596 -2.125
C 2.967 -0.730 -2.460
H 1.444 -2.209 -2.712
H 4.299 1.022 -2.258
H 3.800 -1.392 -2.720
Si -3.091 -0.602 -0.583
Cl -0.708 0.419 0.546
C -3.808 0.749 0.623
C -2.994 -2.337 0.145
C -4.502 -0.761 -1.807
H -3.058 1.221 1.274
H -4.548 0.300 1.330
H -4.330 1.542 0.048
H -4.553 0.213 -2.320
H -5.444 -0.882 -1.239
H -4.439 -1.599 -2.552
H -2.280 -3.016 -0.359
H -4.001 -2.751 0.035
H -2.746 -2.271 1.217
C 5.164 0.570 0.737
N 4.585 -0.765 0.936
C 5.441 -1.932 0.739
C 3.319 -0.832 1.349
O 2.666 0.194 1.667
H 6.232 0.517 0.959
H 4.646 1.269 1.395
H 4.987 0.892 -0.298
H 5.394 -2.610 1.607
H 5.119 -2.519 -0.142
H 6.471 -1.572 0.586
H 2.838 -1.836 1.423
*
```

## Properties
**Lowest unoccupied orbital energy (alpha / beta)**: 2.4517 / 2.4463 eV
**<S²>**: 15.760
**Frontier orbital gap (alpha / beta)**: 4.73 / 6.15 eV



DFT (ωB97M-V/def2-TZVPD) results for 2 unconnected molecules or ions with the total composition C23H43ClNO3S at a distorted geometry.

```
! wB97M-V def2-TZVPD RIJCOSX def2/J DEFGRID3
* xyz 1 1
C 4.335 -2.472 -1.661
C 3.461 -2.478 -0.403
C 2.331 -3.488 -0.516
C 1.178 -3.326 0.488
C 1.561 -2.873 1.914
C 0.895 -1.566 2.340
C 1.527 -0.283 1.791
C 0.932 0.182 0.450
C 0.213 1.511 0.630
C -0.470 2.035 -0.624
C -1.250 0.977 -1.398
C -2.214 0.157 -0.517
C -3.683 0.352 -0.899
C -4.684 0.002 0.271
C -4.163 -1.263 0.799
N -4.926 -2.272 0.620
C -4.466 -3.617 1.052
C -5.175 -4.816 0.450
O -5.372 -5.828 1.121
Cl -5.583 -4.773 -1.266
C -6.227 -1.905 0.066
C -6.035 -0.444 -0.353
H 4.714 -1.477 -1.848
H 5.185 -3.132 -1.554
H 3.770 -2.792 -2.526
H 4.105 -2.794 0.408
H 3.102 -1.490 -0.161
H 1.907 -3.375 -1.510
H 2.705 -4.502 -0.485
H 0.709 -4.300 0.576
H 0.422 -2.675 0.069
H 2.629 -2.836 2.067
H 1.184 -3.627 2.594
H 0.934 -1.531 3.423
H -0.164 -1.593 2.079
H 2.598 -0.413 1.720
H 1.332 0.497 2.513
H 0.246 -0.554 0.059
H 1.757 0.337 -0.236
H 0.931 2.232 0.999
H -0.529 1.389 1.417
H 0.265 2.452 -1.303
H -1.152 2.832 -0.345
H -0.580 0.296 -1.902
H -1.850 1.458 -2.163
H -2.077 0.406 0.527
H -1.935 -0.883 -0.654
H -3.841 1.377 -1.200
H -3.885 -0.331 -1.708
H -4.731 0.833 0.952
H -3.225 -1.448 1.289
H -4.515 -3.674 2.128
H -3.428 -3.711 0.762
H -6.655 -2.561 -0.665
H -6.924 -1.884 0.901
H -6.842 0.181 -0.011
H -6.038 -0.407 -1.430
C 4.441 6.046 -0.902
C 3.314 5.389 -1.711
C 3.289 3.902 -1.334
S 3.921 3.801 0.346
O 5.161 3.074 0.329
O 2.857 3.426 1.249
C 4.275 5.545 0.529
H 4.393 7.132 -0.950
H 5.410 5.734 -1.295
H 2.361 5.852 -1.450
H 3.458 5.518 -2.782
H 2.286 3.486 -1.356
H 3.948 3.311 -1.967
H 5.163 5.667 1.143
H 3.416 6.005 1.016
*
```

## Properties
**Lowest unoccupied orbital energy**: -4.1462 eV
**Frontier orbital gap**: 7.95 eV



DFT (ωB97M-V/def2-TZVPD) results for a molecular structure, C23H43FLiO18 at a distorted geometry.

```
! wB97M-V def2-TZVPD RIJCOSX def2/J DEFGRID3
* xyz 1 1
Li -5.222 -18.486 -17.811
C -4.688 -17.526 -23.664
C -5.060 -17.714 -22.214
O -5.716 -18.958 -22.076
C -6.009 -19.441 -20.890
O -5.749 -18.919 -19.840
O -6.620 -20.603 -21.057
C -7.405 -21.087 -19.988
H -4.075 -18.357 -24.028
H -4.218 -16.602 -23.991
H -5.570 -17.621 -24.307
H -5.756 -16.923 -21.917
H -4.170 -17.700 -21.578
H -8.360 -21.507 -20.317
H -7.672 -20.352 -19.231
H -6.931 -21.968 -19.544
C -3.842 -23.995 -17.672
C -4.271 -22.615 -17.161
O -5.693 -22.648 -16.944
C -6.399 -21.559 -16.984
O -5.980 -20.434 -17.137
O -7.664 -21.837 -16.653
C -8.496 -20.738 -16.327
H -4.576 -24.423 -18.346
H -3.679 -24.652 -16.819
H -2.857 -23.854 -18.117
H -3.979 -21.790 -17.806
H -3.860 -22.444 -16.164
H -8.887 -20.284 -17.245
H -7.957 -19.984 -15.760
H -9.403 -21.086 -15.838
C -1.140 -21.253 -15.031
C -1.828 -20.220 -15.894
O -1.582 -20.507 -17.254
C -2.308 -19.818 -18.142
O -3.301 -19.192 -17.893
O -1.698 -19.914 -19.295
C -2.179 -19.278 -20.488
H -1.346 -21.129 -13.967
H -0.061 -21.255 -15.158
H -1.610 -22.215 -15.253
H -1.466 -19.206 -15.675
H -2.885 -20.126 -15.636
H -2.178 -18.198 -20.367
H -3.219 -19.616 -20.570
H -1.627 -19.684 -21.325
C -5.892 -13.811 -14.355
C -6.060 -15.086 -15.168
O -6.107 -16.189 -14.261
C -5.738 -17.362 -14.748
O -5.329 -17.587 -15.865
O -5.781 -18.234 -13.747
C -5.390 -19.570 -13.992
H -6.468 -13.913 -13.436
H -6.221 -12.940 -14.920
H -4.849 -13.624 -14.096
H -5.252 -15.196 -15.885
H -6.994 -14.943 -15.713
H -6.206 -20.134 -14.440
H -5.083 -20.031 -13.058
H -4.560 -19.623 -14.694
C -0.955 -15.101 -17.075
C -2.069 -15.804 -17.818
O -3.160 -14.898 -17.956
C -4.298 -15.373 -18.396
O -4.615 -16.541 -18.459
O -5.133 -14.367 -18.637
C -6.471 -14.671 -18.941
H -1.241 -14.895 -16.044
H -0.813 -14.172 -17.636
H 0.004 -15.611 -17.101
H -2.309 -16.739 -17.311
H -1.662 -16.048 -18.803
H -6.507 -15.294 -19.836
H -6.996 -13.759 -19.242
H -7.118 -15.010 -18.132
C -10.916 -17.052 -17.981
C -10.417 -16.627 -16.609
O -9.023 -16.669 -16.698
C -8.685 -17.543 -17.690
O -7.604 -17.968 -17.900
O -9.764 -17.765 -18.475
F -10.776 -17.593 -15.675
H -11.093 -16.219 -18.657
H -11.706 -17.792 -17.903
H -10.893 -15.718 -16.239
*
```

## Properties
**Relative energy (zero: lowest compared OMol25 entry of this formula, charge and spin)**: 0.0 kcal per mole
**Lowest unoccupied orbital energy**: -1.7862 eV
**Frontier orbital gap**: 11.54 eV



- Number 4 is which compound?
  C23H43Cl3EuN3O4Si